[1]
Molecular formula: C6H6N5O2
Method: DFT, the ωB97M-V functional and the def2-TZVPD basis

As for the HOMO energy (spin up / spin down): -2.5 / -6.0 eV. The net charge is -1. The multiplicity is 3. The calculation puts the orbital gap (spin up / spin down) at 6.11 / 5.95 eV.

Last column: Löwdin spin population.
CARTESIAN COORDINATES (ANGSTROEM)
O (-3.5039, 0.5206, -0.7596)  0.003
O (-3.0330, -0.6028, -2.6786)  0.013
N (0.7569, 0.3121, -0.6183)  0.107
N (1.3029, -0.2548, -1.6824)  0.154
N (2.7992, 0.0300, -0.1054)  0.073
N (-1.2404, 0.3284, -1.5986)  0.151
N (1.6603, 0.6243, 0.3508)  0.308
C (-0.0749, -1.8380, 0.8552)  0.607
C (2.6043, -0.3763, -1.2958)  0.038
C (-0.5505, 0.5678, -0.5195)  0.199
C (-1.1757, 1.0804, 0.7241)  0.028
C (0.2704, -2.1004, 2.0275)  0.269
C (-2.8795, 0.0377, -1.6626)  0.009
H (3.2680, -0.9121, -1.9047)  -0.001
H (-0.7974, 0.4824, 1.4761)  0.013
H (0.5339, -2.7255, 2.9298)  0.005
H (-0.7589, -0.3333, -2.2760)  0.012
H (-0.6409, 2.0831, 0.6739)  0.011
H (-2.2470, 1.2371, 0.7445)  0.000

Cartesian forces, eV/Å:
-0.99 0.38 0.76
-0.78 -0.43 -0.40
0.41 0.70 0.98
0.84 -0.57 -1.35
1.01 1.95 2.72
-1.18 -1.80 -1.80
0.88 -1.19 0.27
0.37 -0.46 1.27
-3.05 -0.56 -1.09
-1.37 -0.55 -0.62
1.57 2.99 -1.84
0.28 -0.92 0.34
2.16 -0.01 -0.90
0.99 -0.39 -0.59
0.66 -0.76 2.11
-0.54 1.17 -1.56
-0.75 1.49 0.91
-0.74 -0.62 1.28
0.21 -0.42 -0.48



[2]
Molecular formula: C6H6NO
Method: DFT, the ωB97M-V functional and the def2-TZVPD basis

As for the HOMO energy: -16.0 eV. The net charge is +1. The calculation puts the orbital gap at 9.51 eV.

Last column: natural (NBO) charge in e.
CARTESIAN COORDINATES (ANGSTROEM)
O (-1.6861, 2.0110, -0.0817)  -0.220
N (-2.9732, -0.6351, -0.2425)  -0.229
C (-0.7893, 1.3386, -0.0558)  0.913
C (0.3309, 0.5917, 0.0552)  -0.326
C (-1.9837, -1.1585, 0.0157)  0.226
C (0.4026, -0.8055, 0.1503)  0.141
C (-0.6760, -1.7834, 0.1608)  -0.598
C (1.6232, 1.4296, -0.1037)  -0.582
H (2.0459, 1.7365, 0.9043)  0.261
H (-0.8427, -2.5039, 0.9986)  0.329
H (2.2975, 0.9155, -0.6609)  0.245
H (-0.5391, -2.1295, -0.8864)  0.324
H (1.3873, -1.3252, 0.3978)  0.272
H (1.4028, 2.3180, -0.6519)  0.243

Cartesian forces, eV/Å:
0.32 0.32 -0.14
0.12 -0.06 0.24
-2.16 0.12 0.19
3.16 -2.91 -0.37
-0.70 0.56 -0.36
1.23 1.58 2.19
-2.07 0.39 -0.71
-1.79 1.42 3.06
-0.51 -0.49 -1.22
1.34 0.05 -0.90
2.06 -1.71 -1.42
0.11 -1.36 0.56
-0.96 1.31 -0.83
-0.14 0.79 -0.30



In order of appearance, calculated total energy = -17858.4427 -9846.7630 eV.
In order of appearance, largest force on an atom = 0.075 0.084 hartree/bohr.